1.
{
  "formula": "C3H3FLiO2",
  "method": "ωB97M-V/def2-TZVPD",
  "symbols": ["F", "C", "C", "O", "O", "C", "Li", "H", "H", "H"],
  "coordinates": [[-1.20, 1.19, 1.84], [-0.67, -0.77, -0.06], [-0.11, 0.26, 0.86], [-0.62, -2.03, -0.04], [-0.11, -0.14, -1.21], [0.37, 0.96, -0.39], [0.45, -2.43, -1.53], [0.58, -0.02, 1.65], [1.46, 1.08, -0.49], [-0.15, 1.90, -0.63]],
  "mulliken_charge": [-0.47, 0.44, 0.23, -0.87, -0.48, -0.34, 0.88, 0.17, 0.22, 0.22],
  "homo_ev": [-6.1529, -10.2596],
  "e_above_lowest_kcal_mol": 44.1,
  "energy_ha": -373.901067,
  "orbital_gap_ha": [0.1872, 0.3334],
  "fmax_ha_per_bohr": 0.0609,
  "charge": 0,
  "multiplicity": 2
}

2.
{
  "formula": "C3H3FN2",
  "method": "ωB97M-V/def2-TZVPD",
  "symbols": ["F", "C", "C", "N", "C", "N", "H", "H", "H"],
  "coordinates": [[2.07, 0.04, 0.07], [0.70, 0.07, -0.03], [-0.26, 1.15, -0.07], [-1.40, 0.53, 0.02], [-1.20, -0.88, 0.02], [0.05, -1.12, -0.09], [-0.26, 2.22, -0.09], [-2.33, 1.07, 0.28], [-2.00, -1.52, 0.19]],
  "mulliken_charge": [-0.25, 0.24, -0.30, -0.11, -0.18, -0.49, 0.39, 0.28, 0.42],
  "homo_ev": -8.5402,
  "e_above_lowest_kcal_mol": 21.0,
  "energy_ha": -325.458173,
  "orbital_gap_ha": 0.3378,
  "fmax_ha_per_bohr": 0.1246,
  "charge": 0
}

3.
{
  "formula": "C3H3FN2",
  "method": "ωB97M-V/def2-TZVPD",
  "symbols": ["C", "C", "C", "N", "N", "F", "H", "H", "H"],
  "coordinates": [[-0.42, 1.19, 0.00], [1.21, -0.27, 0.00], [-1.19, 0.11, 0.01], [0.94, 1.00, 0.00], [0.22, -1.14, 0.01], [-2.40, -0.36, -0.01], [-0.78, 2.21, 0.00], [2.24, -0.60, -0.01], [0.18, -2.14, 0.00]],
  "mulliken_charge": [-0.40, -0.01, 0.51, -0.58, -0.28, -0.22, 0.40, 0.38, 0.19],
  "homo_ev": -8.8765,
  "e_above_lowest_kcal_mol": 57.0,
  "energy_ha": -325.400824,
  "orbital_gap_ha": 0.3578,
  "fmax_ha_per_bohr": 0.1048,
  "charge": 0
}

4.
{
  "formula": "C3H3FN2S",
  "method": "ωB97M-V/def2-TZVPD",
  "symbols": ["F", "C", "C", "N", "C", "S", "N", "H", "H", "H"],
  "coordinates": [[-1.37, -2.00, 0.09], [-0.47, -1.08, -0.15], [0.68, -1.11, -0.91], [1.25, 0.13, -0.88], [0.54, 0.83, 0.04], [0.61, 2.53, 0.36], [-0.57, 0.17, 0.48], [0.87, -2.04, -1.60], [-0.27, 2.24, 1.43], [-1.26, 0.33, 1.16]],
  "mulliken_charge": [-0.27, 0.32, -0.15, -0.54, 0.37, -0.24, -0.09, 0.28, 0.13, 0.18],
  "homo_ev": -8.2283,
  "e_above_lowest_kcal_mol": 25.8,
  "energy_ha": -723.642573,
  "orbital_gap_ha": 0.3184,
  "fmax_ha_per_bohr": 0.0776,
  "charge": 0
}

5.
{
  "formula": "C3H3FNO2",
  "method": "ωB97M-V/def2-TZVPD",
  "symbols": ["C", "C", "C", "N", "O", "O", "F", "H", "H", "H"],
  "coordinates": [[-0.35, -1.14, 1.66], [-0.02, 0.30, -1.20], [0.14, -0.11, 0.89], [0.97, 0.31, -2.07], [-1.20, -0.15, 1.54], [-0.44, -2.27, 2.03], [1.40, 1.72, -2.09], [-0.73, -0.53, -1.26], [-0.51, 1.27, -0.77], [0.74, 0.59, 1.27]],
  "mulliken_charge": [0.74, -0.21, -0.56, -0.52, -0.41, -0.64, -0.29, 0.36, 0.23, 0.30],
  "homo_ev": -2.9162,
  "e_above_lowest_kcal_mol": 112.8,
  "energy_ha": -421.066447,
  "orbital_gap_ha": 0.2600,
  "fmax_ha_per_bohr": 0.0839,
  "charge": -1
}

6.
{
  "formula": "C3H3FO",
  "method": "ωB97M-V/def2-TZVPD",
  "symbols": ["F", "H", "C", "C", "O", "C", "H", "H"],
  "coordinates": [[1.27, -0.92, 0.43], [1.91, -0.23, 0.22], [-1.94, 0.46, -0.17], [-0.46, 0.51, -0.20], [-1.06, 1.41, 0.42], [-0.01, -0.89, -0.24], [-1.16, -1.07, -1.01], [-1.16, -1.13, 0.53]],
  "mulliken_charge": [0.03, 0.55, -0.21, 0.83, 0.04, -0.36, 0.63, 0.48],
  "homo_ev": -23.7404,
  "energy_ha": -289.885505,
  "orbital_gap_ha": 0.3653,
  "fmax_ha_per_bohr": 0.1488,
  "charge": 2
}